Below is one molecule with the formula C8H9NOS, with properties calculated with ωB97M-V/def2-TZVPD.

For the calculated total energy, the calculation gives -22810.9548 eV. The SMILES is CCOn1ccc2ccsc21. The spin multiplicity is 1. The gap between HOMO and LUMO comes out at 8.72 eV. As for the energy relative to the best compared isomer or geometry (same formula, charge and spin): 4.291 eV.

```
20
Properties=species:S:1:pos:R:3:forces:R:3:nbo_charge:R:1
S 2.39002 -1.59299 0.42335 1.65 -0.58 -0.14 0.41
O -0.83701 -0.37446 1.56417 -0.34 -0.45 -0.12 -0.35
N 0.11082 0.27216 0.79396 3.87 -0.38 -1.82 -0.11
C 0.17803 1.64822 0.65181 -2.41 1.97 1.39 -0.03
C 2.29243 0.97789 0.13353 -2.07 0.68 0.52 -0.13
C -1.72669 -1.32752 0.84061 0.82 -0.19 -0.89 -0.07
C 3.88354 -0.69704 -0.01329 -2.82 0.54 0.68 -0.37
C 1.38449 2.16359 0.26309 0.94 -1.68 -0.67 -0.32
C 3.64460 0.62766 -0.11186 0.67 1.11 -1.34 -0.24
C -2.28599 -0.81080 -0.48399 0.32 -0.79 0.52 -0.65
C 1.55310 -0.14957 0.44149 -3.56 1.65 1.30 -0.12
H 4.37519 1.34386 -0.56524 -0.55 -0.75 0.84 0.23
H -2.59436 -1.55652 1.44997 0.40 0.32 0.89 0.20
H -1.19279 -2.30087 0.65904 -0.13 0.99 0.29 0.17
H 1.64384 3.16981 -0.10346 -0.47 -0.64 0.66 0.24
H -2.78407 -1.75857 -0.89254 0.29 1.71 0.16 0.22
H -1.37981 -0.58637 -1.09092 -1.10 0.33 -0.07 0.23
H -2.99393 0.05293 -0.26193 0.95 -1.11 -0.85 0.22
H 4.77803 -1.15747 -0.20558 1.79 -1.36 -0.36 0.22
H -0.74172 2.26887 1.00992 1.74 -1.38 -1.00 0.22
```
Positions in Å, forces in eV/Å.

=====

Below is one molecule with the formula C5H7N, with properties calculated with ωB97M-V/def2-TZVPD.

For the calculated total energy, the calculation gives -6786.7662 eV. The SMILES is Cc1ccc[nH]1. The spin multiplicity is 1. The gap between HOMO and LUMO comes out at 8.77 eV. As for the energy relative to the best compared isomer or geometry (same formula, charge and spin): 1.746 eV.

```
13
Properties=species:S:1:pos:R:3:forces:R:3:nbo_charge:R:1
N -0.25446 -1.02244 0.54515 0.02 -0.07 -0.34 -0.50
C -1.61190 0.63211 0.00039 -0.06 0.04 -0.05 -0.31
C 1.68442 -0.00995 -0.18382 0.39 0.09 0.03 -0.62
C -1.43620 -0.73393 -0.05285 0.04 0.06 -0.12 -0.06
C 0.47964 0.13615 0.71781 -0.10 0.00 -0.29 0.06
C -0.41112 1.17975 0.51646 0.04 0.03 -0.11 -0.25
H -0.14916 2.23100 0.52774 -0.01 -0.18 -0.04 0.22
H -2.45246 1.17612 -0.40591 0.05 -0.05 0.14 0.22
H 2.32066 -0.87383 0.03182 0.08 0.23 0.18 0.20
H 2.27589 0.89229 -0.32233 0.10 -0.04 0.27 0.22
H -1.81609 -1.45275 -0.75329 -1.00 -0.38 0.57 0.21
H 0.19060 -1.92618 0.52477 -0.08 0.11 -0.26 0.40
H 1.18018 -0.22835 -1.14595 0.54 0.15 0.02 0.20
```
Positions in Å, forces in eV/Å.

=====

| no. | HOMO (eV) | lowest unoccupied orbital energy (hartree) | largest force on an atom (eV Å⁻¹) |
| --- | --- | --- | --- |
| 1 | -7.92 | 0.029 | 4.30 |
| 2 | -7.78 | 0.036 | 1.21 |